Computed, not measured: C23H41BrLuP2 as an isolated structure, with wB97M-V/def2-TZVPD.

The geometry in ORCA input format:
```
! RIJCOSX wB97M-V def2-TZVPD def2/J DEFGRID3
* xyz 1 1
H 0.969 2.500 -2.776
Br -0.861 1.152 -1.079
H -2.460 -3.412 1.236
C -1.818 0.153 -5.013
H 0.743 1.575 2.124
H 1.200 -0.899 -3.187
C 0.570 -0.506 1.689
H -2.080 2.078 -5.688
H -4.849 -1.050 -2.467
H 0.904 -4.130 -0.527
H 4.730 -0.494 -4.407
C 1.123 2.297 -3.866
H 1.696 3.160 -4.262
H -5.536 0.830 -5.846
H 1.434 -2.802 -1.581
C 0.608 -3.149 -0.942
H 0.811 0.511 3.546
H -1.532 -0.534 3.695
H 3.893 3.903 -3.381
H 0.008 2.636 -5.767
H -0.635 3.460 -4.311
H -2.818 0.016 -5.526
C -2.209 -2.671 0.461
C 2.045 1.090 -4.093
H -6.061 -0.461 -4.735
H -2.156 -3.195 -0.499
H -6.292 1.262 -4.270
H -1.094 -1.199 -6.403
H -2.778 -0.911 2.474
H 4.326 3.229 -4.972
P -4.052 0.599 -3.962
C 4.495 3.153 -3.894
Lu -0.244 0.503 -3.574
H 4.953 0.942 -5.451
C -1.814 -0.409 2.635
H -0.273 -3.318 -1.581
C 0.707 -0.603 -5.492
H 6.102 0.593 -4.107
C 1.114 0.603 2.492
C -2.833 1.810 -3.691
H -2.952 2.739 -3.132
C 2.659 -1.104 0.287
H 1.106 -1.527 -5.913
C -0.941 -1.978 0.762
C -3.846 -0.821 -2.868
C 1.247 -1.253 0.688
H -0.997 -1.783 -4.724
C 5.054 0.547 -4.434
H -3.037 -1.950 0.412
H 2.499 -0.950 -4.384
H -1.952 0.671 2.456
C -5.633 0.550 -4.788
H 0.900 0.221 -6.214
H -3.140 -0.602 -2.042
H -3.459 -1.706 -3.407
H 2.210 0.618 2.445
C -0.831 -0.900 -5.382
C 1.581 -0.381 -4.161
C -0.268 2.502 -4.705
H 3.289 -1.897 0.719
C 0.316 -2.169 0.125
H 5.548 3.343 -3.656
H 2.570 1.236 -5.060
P 4.086 1.495 -3.206
H 3.055 -0.139 0.624
C -1.681 1.632 -4.752
C -0.777 -0.958 1.738
H 2.767 -1.153 -0.806
*
```

Output
Gap between HOMO and LUMO (spin up / spin down) in eV: 5.93 / 6.15
E_LUMO (spin up / spin down) in hartree: -0.1042 / -0.0993
E_HOMO (spin up / spin down) in eV: -8.761 / -8.852

Atomic charges from the Löwdin analysis, expressed in e, are listed below: number 1, H, carries 0.073; number 2, Br, carries 0.154; number 3, H, carries 0.089; number 4, C, carries -0.431; number 5, H, carries 0.086; number 6, H, carries 0.120; number 7, C, carries -0.243; number 8, H, carries 0.138; number 9, H, carries 0.049; number 10, H, carries 0.106; number 11, H, carries 0.024; number 12, C, carries -0.307; number 13, H, carries 0.130; number 14, H, carries 0.050; number 15, H, carries 0.058; number 16, C, carries -0.035; number 17, H, carries 0.087; number 18, H, carries 0.098; number 19, H, carries 0.030; number 20, H, carries 0.129; number 21, H, carries 0.131; number 22, H, carries 0.097; number 23, C, carries -0.060; number 24, C, carries -0.399; number 25, H, carries 0.057; number 26, H, carries 0.063; number 27, H, carries 0.051; number 28, H, carries 0.135; number 29, H, carries 0.078; number 30, H, carries 0.046; number 31, P, carries 0.887; number 32, C, carries -0.333; number 33, Lu, carries 1.209; number 34, H, carries 0.047; number 35, C, carries -0.022; number 36, H, carries 0.070; number 37, C, carries -0.168; number 38, H, carries 0.053; number 39, C, carries -0.043; number 40, C, carries -0.379; number 41, H, carries 0.038; number 42, C, carries -0.051; number 43, H, carries 0.129; number 44, C, carries -0.246; number 45, C, carries -0.257; number 46, C, carries -0.239; number 47, H, carries 0.122; number 48, C, carries -0.341; number 49, H, carries 0.073; number 50, H, carries 0.127; number 51, H, carries 0.095; number 52, C, carries -0.245; number 53, H, carries 0.142; number 54, H, carries 0.008; number 55, H, carries 0.046; number 56, H, carries 0.073; number 57, C, carries -0.279; number 58, C, carries -0.321; number 59, C, carries -0.141; number 60, H, carries 0.094; number 61, C, carries -0.212; number 62, H, carries 0.053; number 63, H, carries 0.090; number 64, P, carries 0.948; number 65, H, carries 0.072; number 66, C, carries -0.535; number 67, C, carries -0.218; number 68, H, carries 0.052

Computed, not measured: a 2-piece molecular cluster, C6H16S overall, with wB97M-V/def2-TZVPD.

The geometry in ORCA input format:
```
! RIJCOSX wB97M-V def2-TZVPD def2/J DEFGRID3
* xyz 0 1
C -0.619 1.744 -1.661
C 0.627 -0.941 1.114
H 2.792 -0.971 1.371
H 0.589 -0.928 0.030
H -2.315 0.554 -2.368
H -1.156 -0.971 2.451
H 0.340 1.263 -1.812
H -0.991 1.481 -0.685
S -1.113 1.035 -4.370
H 1.608 0.695 2.203
H 0.862 1.087 0.671
H -0.279 -2.480 2.386
H 1.892 -1.805 2.616
C -0.569 -1.606 1.799
H -1.326 -2.000 1.110
C -1.688 1.403 -2.653
C 0.714 0.564 1.603
H -0.148 0.186 -3.994
H -2.493 2.109 -2.881
H -0.510 2.825 -1.549
C 1.937 -1.621 1.540
H -0.183 0.945 2.080
H 2.028 -2.567 1.003
*
```

Output
SMILES: CC(C)C.CCS
Gap between HOMO and LUMO in eV: 9.87
E_LUMO in hartree: 0.0322
E_HOMO in eV: -8.993

Atomic charges from the Löwdin analysis, expressed in e, are listed below: number 1, C, carries -0.181; number 2, C, carries -0.439; number 3, H, carries 0.069; number 4, H, carries 0.108; number 5, H, carries 0.055; number 6, H, carries 0.061; number 7, H, carries 0.063; number 8, H, carries 0.053; number 9, S, carries 0.654; number 10, H, carries 0.065; number 11, H, carries 0.039; number 12, H, carries 0.069; number 13, H, carries 0.079; number 14, C, carries -0.092; number 15, H, carries 0.071; number 16, C, carries -0.615; number 17, C, carries -0.073; number 18, H, carries -0.164; number 19, H, carries 0.057; number 20, H, carries 0.080; number 21, C, carries -0.103; number 22, H, carries 0.066; number 23, H, carries 0.077

Computed, not measured: C20H41N2P3RuSe as an isolated structure, with wB97M-V/def2-TZVPD.

The geometry in ORCA input format:
```
! RIJCOSX wB97M-V def2-TZVPD def2/J DEFGRID3
* xyz 4 5
C -2.454 -0.581 3.104
C 0.852 -2.530 -5.704
H -2.299 1.510 -2.466
H -2.763 -2.145 0.370
C -0.587 4.861 1.619
C 3.050 -1.084 1.562
H -2.514 -1.172 4.042
H 2.493 2.689 1.845
C -1.182 2.967 2.673
N -0.236 3.778 0.888
Ru -0.189 0.623 0.603
H 0.865 -2.280 -6.766
C 0.943 -3.178 -2.997
H -3.129 -1.026 2.358
N -0.597 2.616 1.509
Se 1.429 -3.742 -1.222
C -2.475 -1.775 -0.619
H -4.414 0.635 -0.451
H 2.528 -1.612 2.368
H -1.604 -2.332 -0.976
H -0.773 -2.919 3.302
H -3.674 0.604 1.191
H 0.229 3.885 -0.015
C 0.690 1.421 -2.196
C -3.520 0.878 0.141
C 3.194 0.938 -0.360
H -0.813 2.462 -1.141
H 0.620 -5.230 -3.599
H 3.175 -1.755 0.704
H 2.754 -3.102 -1.335
H 3.701 1.542 2.528
H -3.195 -0.016 -2.707
C -2.260 0.420 -2.338
H -3.316 -1.917 -1.316
H 0.893 2.221 -0.220
C 0.728 -4.200 -3.942
H 2.027 1.587 3.193
H 1.290 -0.342 3.891
C 0.890 -1.509 -4.750
H 0.938 -0.466 -5.066
C 0.111 1.881 -0.954
H -1.562 4.914 3.610
H 4.242 1.029 -0.031
H 0.060 0.921 4.222
H 4.044 -0.769 1.928
H 2.883 1.908 -0.745
H 0.628 -4.667 -6.039
H 0.142 1.694 -3.101
C -0.385 -2.434 2.390
H -0.167 -0.739 4.866
C 0.725 -3.870 -5.300
C 0.216 -0.145 4.015
H 0.693 -2.615 2.301
H 1.759 1.319 -2.321
C 2.633 1.686 2.283
H -0.408 5.854 1.263
H -2.748 0.460 3.308
C 0.885 -1.816 -3.380
H -3.338 1.961 0.079
H 3.124 0.194 -1.161
P 2.116 0.411 1.041
H 0.867 -1.021 -2.616
C -1.179 4.364 2.770
P -2.063 -0.004 -0.565
H -1.413 0.041 -2.919
H -1.566 2.200 3.349
H -0.885 -2.845 1.506
P -0.714 -0.636 2.495
*
```

Output
Gap between HOMO and LUMO (spin up / spin down) in eV: 6.11 / 2.58
E_LUMO (spin up / spin down) in hartree: -0.4773 / -0.6282
E_HOMO (spin up / spin down) in eV: -19.100 / -19.677
Expectation value of S²: 6.036

Atomic charges from the Löwdin analysis, expressed in e, are listed below: number 1, C, carries -0.230; number 2, C, carries 0.076; number 3, H, carries 0.067; number 4, H, carries 0.043; number 5, C, carries 0.003; number 6, C, carries -0.230; number 7, H, carries 0.084; number 8, H, carries 0.060; number 9, C, carries -0.093; number 10, N, carries -0.026; number 11, Ru, carries 0.523; number 12, H, carries 0.163; number 13, C, carries -0.475; number 14, H, carries 0.037; number 15, N, carries -0.105; number 16, Se, carries 1.327; number 17, C, carries -0.240; number 18, H, carries 0.079; number 19, H, carries 0.028; number 20, H, carries 0.013; number 21, H, carries 0.082; number 22, H, carries 0.025; number 23, H, carries 0.145; number 24, C, carries 0.040; number 25, C, carries -0.199; number 26, C, carries -0.253; number 27, H, carries 0.078; number 28, H, carries 0.153; number 29, H, carries 0.014; number 30, H, carries -0.026; number 31, H, carries 0.081; number 32, H, carries 0.075; number 33, C, carries -0.236; number 34, H, carries 0.074; number 35, H, carries 0.029; number 36, C, carries 0.030; number 37, H, carries 0.028; number 38, H, carries 0.034; number 39, C, carries 0.061; number 40, H, carries 0.153; number 41, C, carries -0.400; number 42, H, carries 0.125; number 43, H, carries 0.087; number 44, H, carries 0.042; number 45, H, carries 0.084; number 46, H, carries 0.043; number 47, H, carries 0.176; number 48, H, carries 0.086; number 49, C, carries -0.237; number 50, H, carries 0.084; number 51, C, carries 0.128; number 52, C, carries -0.226; number 53, H, carries 0.022; number 54, H, carries 0.047; number 55, C, carries -0.209; number 56, H, carries 0.145; number 57, H, carries 0.045; number 58, C, carries 0.011; number 59, H, carries 0.062; number 60, H, carries 0.033; number 61, P, carries 0.734; number 62, H, carries 0.096; number 63, C, carries -0.001; number 64, P, carries 0.708; number 65, H, carries 0.012; number 66, H, carries 0.098; number 67, H, carries 0.019; number 68, P, carries 0.693

Computed, not measured: a 2-piece molecular cluster, C3H6N2S2 overall, with wB97M-V/def2-TZVPD.

The geometry in ORCA input format:
```
! RIJCOSX wB97M-V def2-TZVPD def2/J DEFGRID3
* xyz 0 1
H -0.182 0.344 1.449
H -1.823 0.621 -2.388
S -0.728 2.902 -0.689
H -0.154 -0.250 -2.173
N 1.634 -0.100 0.679
S 1.298 -1.131 3.065
N 1.497 0.285 -0.516
H 2.540 -0.488 1.089
C -0.637 1.420 -0.943
H -1.551 -0.445 -1.074
C 0.773 -0.141 1.678
C -1.021 0.313 -1.706
H 0.790 -0.354 4.089
*
```

Output
Gap between HOMO and LUMO (spin up / spin down) in eV: 7.42 / 6.49
E_LUMO (spin up / spin down) in hartree: -0.0012 / -0.0142
E_HOMO (spin up / spin down) in eV: -7.455 / -6.879

Atomic charges from the Löwdin analysis, expressed in e, are listed below: number 1, H, carries 0.060; number 2, H, carries 0.077; number 3, S, carries 0.815; number 4, H, carries 0.099; number 5, N, carries -0.312; number 6, S, carries 0.683; number 7, N, carries 0.059; number 8, H, carries 0.136; number 9, C, carries -0.810; number 10, H, carries 0.104; number 11, C, carries -0.573; number 12, C, carries -0.209; number 13, H, carries -0.129

Computed, not measured: C3H5IrO4 as an isolated structure, with wB97M-V/def2-TZVPD.

The geometry in ORCA input format:
```
! RIJCOSX wB97M-V def2-TZVPD def2/J DEFGRID3
* xyz 2 5
Ir -0.654 -1.753 1.537
O 0.819 -0.572 -1.870
C 1.345 -1.000 -0.734
C 0.080 0.725 -0.051
H -0.846 1.279 0.146
O 1.036 -2.076 -0.228
C -0.069 0.538 -1.577
O -0.691 -0.198 2.530
H -0.039 1.112 1.468
H -1.507 0.249 2.766
H 0.206 1.429 -2.146
H -1.061 0.212 -1.909
O 1.379 0.056 0.069
*
```

Output
Gap between HOMO and LUMO (spin up / spin down) in eV: 6.63 / 7.68
E_LUMO (spin up / spin down) in hartree: -0.4501 / -0.4676
E_HOMO (spin up / spin down) in eV: -18.881 / -20.403
Expectation value of S²: 6.010

Atomic charges from the Löwdin analysis, expressed in e, are listed below: number 1, Ir, carries 1.512; number 2, O, carries 0.133; number 3, C, carries -0.465; number 4, C, carries -0.042; number 5, H, carries 0.206; number 6, O, carries 0.097; number 7, C, carries -0.006; number 8, O, carries -0.349; number 9, H, carries 0.409; number 10, H, carries 0.068; number 11, H, carries 0.176; number 12, H, carries 0.170; number 13, O, carries 0.089

Computed, not measured: one molecule with the formula C3H10N2O, with wB97M-V/def2-TZVPD.

The geometry in ORCA input format:
```
! RIJCOSX wB97M-V def2-TZVPD def2/J DEFGRID3
* xyz 0 1
N 0.351 0.626 -0.258
O 0.373 2.956 -0.627
C 0.220 -0.434 0.721
H -0.678 -2.954 -1.314
H 1.212 -0.872 0.883
C 0.265 1.959 0.334
H -0.697 2.018 0.846
H -1.641 -1.091 0.022
H -0.355 2.858 -1.250
N -0.126 -2.202 -0.949
H 1.183 0.584 -0.825
C -0.667 -1.571 0.231
H -0.129 -0.062 1.672
H -0.777 -2.292 1.050
H 0.381 -1.621 -1.586
H 1.085 2.097 1.049
*
```

Output
SMILES: NCCNCO
Gap between HOMO and LUMO in eV: 9.75
E_LUMO in hartree: 0.0392
E_HOMO in eV: -8.679

Atomic charges from the Löwdin analysis, expressed in e, are listed below: number 1, N, carries -0.063; number 2, O, carries -0.039; number 3, C, carries -0.254; number 4, H, carries 0.060; number 5, H, carries 0.117; number 6, C, carries -0.333; number 7, H, carries 0.120; number 8, H, carries 0.105; number 9, H, carries 0.091; number 10, N, carries -0.006; number 11, H, carries 0.109; number 12, C, carries -0.301; number 13, H, carries 0.109; number 14, H, carries 0.108; number 15, H, carries 0.052; number 16, H, carries 0.126

Respective ΔE to the lowest compared entry with this formula, charge and spin values: 288.0 79.4 228.2 635.9 748.6 128.5 kJ/mol.
Respective E_tot values: -146741.3633 -17316.0065 -120133.4981 -27852.5066 -14188.1709 -8300.1724 eV.
Respective strongest force on any atom values: 7.98 2.30 6.95 3.14 6.10 1.75 eV Å⁻¹.